Model w:
Formula: C20H55N5O5
Source: the Open Molecules 2025 dataset
Level of theory: ωB97M-V/def2-TZVPD

LUMO level = 0.5 eV
Kohn-Sham gap = 9.097 eV
Total charge = 0
SMILES = COC[C@H](C)N.COC[C@H](C)N.COC[C@H](C)N.COC[C@H](C)N.COC[C@H](C)N

Geometry (Å):
1 C -39.55641 -23.33876 48.07109
2 O -40.24185 -22.34537 48.80027
3 C -39.31543 -21.90900 49.95969
4 C -40.27899 -20.79647 50.66551
5 C -40.85976 -19.82030 49.74451
6 N -39.40186 -20.21719 51.72148
7 H -39.41901 -24.23292 48.69906
8 H -38.53818 -23.04606 47.76014
9 H -40.00240 -23.73087 47.29601
10 H -39.26542 -22.75669 50.66496
11 H -38.23311 -21.66492 49.72502
12 H -41.25190 -21.43781 51.01828
13 H -41.61551 -20.16598 48.96549
14 H -40.17666 -19.31204 49.21097
15 H -41.53930 -19.16754 50.20735
16 H -39.33893 -20.71303 52.51983
17 H -38.49577 -19.81946 51.19613
18 C -35.94508 -22.51069 51.43907
19 O -35.78063 -21.88926 50.23385
20 C -35.82039 -22.85733 49.16410
21 C -35.34516 -22.12038 47.90313
22 C -36.20424 -20.78883 47.67781
23 N -35.37625 -23.05097 46.84452
24 H -36.26357 -21.76812 52.01528
25 H -34.99934 -22.90129 51.44992
26 H -36.65700 -23.36582 51.51408
27 H -35.07262 -23.70182 49.32138
28 H -36.86997 -23.14310 48.81314
29 H -34.50478 -21.87617 47.91408
30 H -36.07824 -20.39741 46.83951
31 H -36.11388 -20.08640 48.42634
32 H -37.34260 -20.91703 47.42456
33 H -36.33361 -23.11714 46.71502
34 H -35.06002 -23.96774 47.00630
35 C -39.59241 -27.16650 48.81152
36 O -38.88084 -27.02734 50.13479
37 C -38.54764 -28.28088 50.61045
38 C -37.82167 -28.07819 51.89580
39 C -36.42800 -27.47079 51.54218
40 N -37.48970 -29.36489 52.42257
41 H -40.12063 -26.51199 48.36210
42 H -40.35776 -27.98128 48.52360
43 H -38.79742 -27.18809 48.02255
44 H -39.49295 -28.96793 50.75599
45 H -37.89519 -28.79159 49.69939
46 H -38.27029 -27.42535 52.51654
47 H -35.85571 -27.16189 52.42257
48 H -36.51546 -26.49395 50.97722
49 H -35.82125 -28.16555 50.94655
50 H -37.34268 -30.03985 51.67848
51 H -38.23798 -29.85691 52.76482
52 C -38.88608 -22.60632 54.61767
53 O -39.75900 -22.95350 53.63133
54 C -39.53531 -24.26210 53.12269
55 C -40.84936 -24.75987 52.42956
56 C -42.16037 -24.71540 53.35332
57 N -40.70624 -26.17610 52.00694
58 H -37.78440 -22.55474 54.33089
59 H -39.27158 -23.29778 55.53941
60 H -39.09907 -21.39997 54.82065
61 H -38.77714 -24.18743 52.52931
62 H -39.20606 -24.91448 53.82566
63 H -41.15564 -24.07042 51.69999
64 H -42.29442 -25.39842 54.07252
65 H -43.04763 -25.05958 52.83144
66 H -42.14966 -23.79380 53.71213
67 H -41.55131 -26.51061 51.19892
68 H -39.79327 -26.52442 51.64308
69 C -35.25611 -16.70988 54.71002
70 O -35.77057 -17.15917 53.49315
71 C -36.59728 -16.18391 52.83520
72 C -37.51606 -17.04629 51.85380
73 C -36.83282 -17.91427 50.80816
74 N -38.60364 -16.19101 51.32200
75 H -35.97376 -16.51983 55.38719
76 H -34.69426 -15.81965 54.53920
77 H -34.52692 -17.37149 55.23109
78 H -37.18738 -15.50031 53.55825
79 H -35.89088 -15.52585 52.26560
80 H -38.28459 -17.71549 52.44047
81 H -36.06328 -18.60006 51.05404
82 H -36.43071 -17.29578 50.30223
83 H -37.53410 -18.39726 50.40201
84 H -39.19725 -15.93407 52.10116
85 H -39.24067 -16.66692 50.73595

***

Model x:
Formula: C20H55N5O5
Source: the Open Molecules 2025 dataset
Level of theory: ωB97M-V/def2-TZVPD

LUMO level = 0.6 eV
Kohn-Sham gap = 9.530 eV
Total charge = 0
SMILES = COC[C@H](C)N.COC[C@H](C)N.COC[C@H](C)N.COC[C@H](C)N.COC[C@H](C)N

Geometry (Å):
1 C -2.20012 4.23758 0.60853
2 O -1.41748 3.07238 0.53583
3 C -0.75326 2.93850 -0.70392
4 C 0.22480 1.79164 -0.58616
5 C 1.24656 1.73756 -1.71453
6 N -0.46406 0.47729 -0.52474
7 H -2.83763 4.36701 -0.27655
8 H -1.57686 5.11372 0.79047
9 H -2.91596 4.12250 1.42463
10 H -1.47628 2.72513 -1.50755
11 H -0.24863 3.87997 -0.96455
12 H 0.74723 1.89002 0.36853
13 H 2.12577 1.19369 -1.38316
14 H 1.52292 2.73026 -2.07284
15 H 0.76855 1.25281 -2.57188
16 H -1.37054 0.61675 -0.08131
17 H -0.71308 0.21954 -1.47884
18 C -4.45159 6.71770 2.70388
19 O -3.18768 6.93356 2.14150
20 C -2.32563 7.51878 3.09853
21 C -0.88742 7.54341 2.57765
22 C -0.05731 8.54631 3.38174
23 N -0.81818 7.95052 1.15103
24 H -4.88828 7.64459 3.09656
25 H -4.45648 5.92675 3.46149
26 H -5.14861 6.38901 1.92510
27 H -2.65335 8.54628 3.29888
28 H -2.35442 6.94382 4.03303
29 H -0.44821 6.54682 2.63315
30 H 0.70906 8.95641 2.72856
31 H 0.32735 8.19116 4.33579
32 H -0.68247 9.41191 3.64560
33 H -1.50676 8.68700 0.99408
34 H -1.21902 7.19402 0.59914
35 C -0.55867 -1.55539 3.35978
36 O 0.63195 -2.04541 2.81371
37 C 0.43003 -2.81202 1.64883
38 C 1.74651 -2.98506 0.93556
39 C 2.76394 -3.86058 1.62514
40 N 2.38403 -1.68550 0.61228
41 H -1.08603 -0.90940 2.63901
42 H -0.28184 -0.93346 4.20971
43 H -1.25326 -2.35063 3.65454
44 H 0.01817 -3.80450 1.88204
45 H -0.28194 -2.30154 0.98861
46 H 1.56424 -3.47102 -0.02635
47 H 2.33412 -4.80336 1.97133
48 H 3.28289 -3.39066 2.46240
49 H 3.53038 -4.09511 0.88203
50 H 2.45331 -1.20856 1.51036
51 H 1.70162 -1.12446 0.10138
52 C 4.70739 -5.10232 -1.92170
53 O 3.74759 -4.09470 -1.96620
54 C 3.35808 -3.75610 -3.28196
55 C 2.28775 -2.68880 -3.19205
56 C 1.81060 -2.26075 -4.55680
57 N 2.83065 -1.49847 -2.49894
58 H 5.50363 -4.94262 -2.66306
59 H 4.29002 -6.10075 -2.13325
60 H 5.14293 -5.12644 -0.92385
61 H 4.22093 -3.41737 -3.87102
62 H 2.93162 -4.63896 -3.78578
63 H 1.46120 -3.13372 -2.61977
64 H 0.90131 -1.64937 -4.47657
65 H 1.55402 -3.08367 -5.22590
66 H 2.52696 -1.58128 -5.02205
67 H 3.12985 -1.75312 -1.55724
68 H 2.01174 -0.92245 -2.30755
69 C 0.37746 -5.47501 -1.80658
70 O -0.46123 -4.54393 -1.14834
71 C -1.81644 -4.77402 -1.48781
72 C -2.76341 -4.05351 -0.55285
73 C -2.68014 -2.53375 -0.62584
74 N -2.56637 -4.61530 0.80188
75 H 0.12944 -6.50024 -1.50401
76 H 1.39101 -5.27650 -1.45799
77 H 0.28732 -5.38268 -2.89266
78 H -2.00173 -4.44619 -2.51978
79 H -2.02902 -5.84701 -1.40321
80 H -3.75457 -4.42082 -0.84420
81 H -1.65664 -2.18037 -0.75164
82 H -3.14717 -2.05963 0.23839
83 H -3.23931 -2.14568 -1.48728
84 H -1.56797 -4.66850 0.97327
85 H -2.90989 -4.00375 1.53432

***

Most stable pick: model x. Distance to second place: 334.9 kcal/mol.

***

Model w:
Formula: C2H5F3Si
Source: the Open Molecules 2025 dataset
Level of theory: ωB97M-V/def2-TZVPD

LUMO level (spin up / spin down) = -0.7 / -1.0 eV
Kohn-Sham gap (spin up / spin down) = 8.266 / 7.919 eV
Total charge = 0

Geometry (Å):
1 C -1.56489 0.49430 -0.25829
2 C -0.85044 -0.72934 0.20629
3 F 2.23773 1.37509 -0.52496
4 F 2.67815 -1.07797 -0.81265
5 F 3.06716 0.03445 1.47139
6 Si 2.04356 -0.03771 0.21738
7 H -1.87695 1.26672 0.48019
8 H -1.35604 0.92751 -1.26249
9 H -2.64377 0.16680 -0.31519
10 H -0.64711 -1.62871 -0.48693
11 H -1.08740 -0.79115 1.28524

***

Model x:
Formula: C2H5F3Si
Source: the Open Molecules 2025 dataset
Level of theory: ωB97M-V/def2-TZVPD

LUMO level = 0.2 eV
Kohn-Sham gap = 10.172 eV
Total charge = 0

Geometry (Å):
1 C -1.32568 -0.68605 -0.44791
2 C -0.88674 0.43132 0.40681
3 F 2.00405 -1.09711 0.19959
4 F 2.53007 1.15882 1.21714
5 F 2.17474 0.97240 -1.22006
6 Si 1.61934 0.43071 0.15439
7 H -1.22631 -0.29495 -1.47500
8 H -0.46714 -1.46039 -0.34999
9 H -2.25233 -1.16533 -0.32153
10 H -0.85818 0.25016 1.57923
11 H -1.31183 1.46041 0.25731

***

Most stable pick: model x. Distance to second place: 34.6 kcal/mol.